No. 1
ORCA calculation (ωB97M-V/def2-TZVPD) on an isolated molecule of C7H12O at a distorted geometry.

Structure (XYZ):
```
20
Properties=species:S:1:pos:R:3
C -1.04127 2.22134 3.17273
C -0.94448 2.00976 1.87760
C -0.09970 0.90357 1.46525
C -0.16438 0.10687 0.46030
C 0.51821 -1.20981 0.15477
C 1.30276 -1.15818 -1.18316
C 0.60405 -1.65340 -2.41836
O -0.32637 -0.64681 -2.67007
H -0.49153 1.57404 3.87247
H -1.60900 3.05942 3.61299
H -1.45366 2.59107 1.13916
H 0.67602 0.69324 2.16026
H -0.85952 0.38304 -0.37308
H 1.43979 -1.50390 0.89004
H -0.22315 -2.02212 0.16264
H 1.37471 -0.08392 -1.36764
H 2.27315 -1.62089 -1.02332
H 1.31851 -1.51365 -3.29806
H 0.25926 -2.61204 -2.56527
H -1.14463 -1.09068 -3.02440
```

## Properties
Frontier orbital gap in eV: 9.58
SMILES: C=C/C=C/CCCO
HOMO level in eV: -8.71

Atomic partial charges in e from the natural (NBO) method, atoms 1 to 5: -0.375 -0.212 -0.239 -0.158 -0.424

No. 2
ORCA calculation (ωB97M-V/def2-TZVPD) on a 2-piece molecular cluster, H5N3O2 overall at a distorted geometry.

Structure (XYZ):
```
10
Properties=species:S:1:pos:R:3
H -0.81634 -0.27529 0.72165
N -1.49176 0.48761 0.51561
N -0.91754 1.59024 0.46038
O 0.36912 1.52583 1.00015
H 0.58423 2.46829 1.10706
N 0.44425 -1.48529 -0.31114
O 0.34186 -0.62208 -1.46133
H 0.16833 -2.39728 -0.68746
H 1.45593 -1.53964 -0.15831
H -0.13809 0.24763 -1.18661
```

## Properties
Frontier orbital gap in eV: 10.84
SMILES: [H]/N=N\O.NO
HOMO level in eV: -10.03

Atomic partial charges in e from the natural (NBO) method, atoms 1 to 5: 0.352 -0.377 0.112 -0.586 0.481

No. 3
ORCA calculation (ωB97M-V/def2-TZVPD) on a 2-piece molecular cluster, C4H8O2 overall.

Structure (XYZ):
```
14
Properties=species:S:1:pos:R:3
C 1.74408 1.10883 0.86224
C 1.57568 -0.20368 0.94499
O 1.32168 -0.96776 -0.16564
H 1.92434 1.69357 1.75628
H 1.66956 1.61914 -0.09179
H 1.62287 -0.74399 1.89011
H 1.17950 -1.88071 0.10257
C -1.98746 -0.45230 -0.40731
C -1.00468 0.36688 -1.20797
O -0.73677 1.51546 -0.94732
H -3.00040 -0.22508 -0.76320
H -1.93163 -0.17118 0.64766
H -1.82014 -1.52617 -0.53064
H -0.55663 -0.13301 -2.08999
```

## Properties
Frontier orbital gap in eV: 9.71
SMILES: C=CO.CC=O
HOMO level in eV: -9.05

Atomic partial charges in e from the natural (NBO) method, atoms 1 to 5: -0.488 0.113 -0.697 0.210 0.223

No. 4
ORCA calculation (ωB97M-V/def2-TZVPD) on an isolated molecule of C3H6N2O at a distorted geometry.

Structure (XYZ):
```
12
Properties=species:S:1:pos:R:3
N -1.52479 -0.06616 -0.53985
C -0.42744 0.03847 0.39585
C 0.59910 1.20260 0.13414
N 1.71991 0.79296 -0.32565
O 1.63784 -0.61205 -0.50769
C 0.54709 -1.11863 0.23607
H -1.11574 -0.25609 -1.48168
H -1.92450 1.00344 -0.63407
H -0.84269 0.18592 1.42326
H 0.32493 2.21961 0.32257
H 0.11477 -2.00894 -0.23724
H 0.89151 -1.38116 1.21429
```

## Properties
Frontier orbital gap in eV: 10.61
SMILES: N[C@@H]1C=NOC1
HOMO level in eV: -9.78

Atomic partial charges in e from the natural (NBO) method, atoms 1 to 5: -0.801 -0.128 -0.012 -0.076 -0.379

No. 5
ORCA calculation (ωB97M-V/def2-TZVPD) on an isolated molecule of C18H21N7O4 at a distorted geometry.

Structure (XYZ):
```
50
Properties=species:S:1:pos:R:3
C -0.98099 -5.25891 -3.53785
O -0.90148 -5.04746 -2.08969
C -1.29702 -3.86812 -1.55557
C -1.38045 -3.73151 -0.14684
C -1.71109 -2.58795 0.40831
C -2.05821 -1.49000 -0.41619
C -2.09870 -0.13206 0.21788
N -0.87358 0.65834 0.16565
C 0.00610 0.53593 1.27821
N -0.44958 0.56265 2.60756
C -1.41488 1.68367 2.96685
C -0.60935 2.74034 3.79391
N 0.54330 2.24027 4.61558
C 1.75455 2.36606 4.21625
N 2.08404 2.79180 3.00832
N 2.80667 1.96701 5.00063
N 1.31903 0.64094 1.20482
C 1.67769 0.67638 -0.07463
O 2.88827 0.61695 -0.32555
N 0.96364 0.81979 -1.22435
C 1.45939 1.04038 -2.50914
C 2.30517 2.00408 -2.79538
C 2.40937 2.08178 -4.20982
C 1.38175 1.23468 -4.71048
O 0.94253 0.45005 -3.66162
C -0.34498 1.11686 -1.00410
O -1.08899 1.46320 -1.92962
C -2.08121 -1.61787 -1.85077
C -1.73581 -2.84085 -2.31901
H -0.70516 -6.32775 -3.74133
H -0.38213 -4.64324 -4.20422
H -2.01166 -5.21049 -3.91347
H -1.20614 -4.66200 0.47374
H -1.81798 -2.58321 1.49715
H -2.44272 -0.25076 1.22195
H -2.94669 0.40796 -0.29840
H 0.26119 0.36681 3.33663
H -2.02021 2.06554 2.11577
H -2.15903 1.17933 3.64560
H -1.25037 3.30509 4.50667
H -0.24333 3.45861 3.01671
H 2.96809 2.34260 2.77662
H 1.37648 2.61284 2.31808
H 3.72401 2.14268 4.60962
H 2.58189 1.84290 6.00147
H 2.82477 2.68761 -2.18790
H 3.06374 2.77670 -4.71761
H 1.10579 1.08163 -5.72599
H -2.43499 -0.75366 -2.45289
H -1.80074 -2.95563 -3.40157
```

## Properties
Frontier orbital gap in eV: 9.04
SMILES: COc1ccc(Cn2c(NCCN=C(N)N)nc(=O)n(-c3ccco3)c2=O)cc1
HOMO level in eV: -8.50

Atomic partial charges in e from the natural (NBO) method, atoms 1 to 5: -0.271 -0.489 0.330 -0.267 -0.155

Number 1: DFT total energy -9498.4217 eV, LUMO energy 0.873 eV. Number 2: DFT total energy -8642.1806 eV, LUMO energy 0.819 eV. Number 3: DFT total energy -8371.2870 eV, LUMO energy 0.667 eV. Number 4: DFT total energy -8233.4770 eV, LUMO energy 0.825 eV. Number 5: DFT total energy -37624.5009 eV, LUMO energy 0.540 eV.